The following is a DFT calculation (ωB97M-V with the def2-TZVPD basis set) of a molecular structure, C24H43DyN2P3Se in a non-equilibrium geometry.

Structure (ORCA input):
```
! wB97M-V def2-TZVPD RIJCOSX def2/J DEFGRID3
* xyz 3 6
Dy -0.527 -0.324 -0.154
P -1.594 -2.546 0.885
P 1.677 -0.783 2.040
P 1.406 -1.591 -1.526
H -3.341 1.171 -2.676
C -2.874 0.172 -2.736
C -1.741 -0.196 -2.035
H -0.985 0.639 -2.098
C -2.932 -2.161 2.039
C -0.713 -3.837 1.832
C -2.458 -3.553 -0.378
C 3.009 0.437 2.351
C 0.657 -0.577 3.566
C 2.620 -2.323 2.413
C 1.181 -1.674 -3.345
C 1.514 -3.401 -1.153
C 3.204 -1.329 -1.342
H -3.232 -0.385 -3.616
H -1.524 -1.287 -1.833
H -3.664 -1.465 1.603
H -2.517 -1.696 2.946
H -3.408 -3.122 2.274
H -0.388 -3.423 2.801
H 0.161 -4.201 1.267
H -1.459 -4.634 1.972
H -3.142 -2.939 -0.987
H -3.022 -4.285 0.217
H -1.740 -4.052 -1.048
H 3.561 0.214 3.273
H 2.593 1.447 2.423
H 3.707 0.432 1.500
H 1.266 -0.688 4.476
H -0.158 -1.311 3.579
H 0.206 0.427 3.556
H 3.159 -2.216 3.363
H 3.352 -2.525 1.621
H 1.951 -3.188 2.483
H 1.920 -2.393 -3.671
H 1.359 -0.680 -3.748
H 0.172 -2.008 -3.602
H 2.181 -3.778 -1.948
H 0.534 -3.905 -1.197
H 1.970 -3.528 -0.155
H 3.641 -1.935 -2.145
H 3.538 -1.715 -0.369
H 3.503 -0.277 -1.445
C 1.449 3.160 -2.679
C 0.156 3.697 -2.932
C -0.297 3.935 -4.244
C 0.508 3.582 -5.327
C 1.773 3.055 -5.106
C 2.218 2.887 -3.808
Se 2.279 2.822 -0.996
H 3.229 1.769 -1.489
H -0.490 3.961 -2.093
H -1.246 4.428 -4.463
H 0.169 3.740 -6.350
H 2.444 2.794 -5.930
H 3.222 2.550 -3.622
N -3.601 1.776 1.749
C -2.971 1.140 0.746
N -1.650 1.416 0.772
C -1.434 2.242 1.862
C -0.181 2.667 2.304
C -0.161 3.412 3.474
C -1.371 3.750 4.120
C -2.623 3.307 3.638
C -2.630 2.492 2.509
H -4.604 1.783 1.877
H -3.408 0.441 0.023
H 0.693 2.403 1.699
H 0.789 3.763 3.901
H -1.321 4.397 5.000
H -3.563 3.621 4.092
*
```

Values from the calculation:
**⟨S²⟩**: 9.331
**Lowest unoccupied orbital energy (spin up / spin down)**: -10.31 / -10.25 eV

Results of the Löwdin charge analysis, in e, for atoms 1 through 4: Dy 1.06; P 0.67; P 0.75; P 0.67

The following is a DFT calculation (ωB97M-V with the def2-TZVPD basis set) of C8H10N2O2Si in the gas phase in a non-equilibrium geometry.

Structure (ORCA input):
```
! wB97M-V def2-TZVPD RIJCOSX def2/J DEFGRID3
* xyz 0 1
N -2.272 1.165 4.324
N 0.361 2.664 -2.747
C -1.571 1.436 3.441
C 0.372 1.565 -3.078
O -0.538 -3.053 0.397
O 1.858 -1.528 0.614
C -0.309 0.837 1.398
C 0.738 -0.603 -2.217
C -0.564 -0.449 1.555
C -0.200 -0.863 -1.363
C -0.657 1.857 2.444
C 0.516 0.222 -3.442
Si 0.195 -1.551 0.296
H -0.036 -3.831 0.692
H 2.282 -1.917 1.401
H 0.265 1.092 0.527
H 1.763 -0.792 -1.929
H -1.190 -0.768 2.362
H -1.209 -0.524 -1.521
H 0.258 2.218 2.949
H -1.095 2.731 1.956
H -0.365 -0.097 -3.973
H 1.400 0.190 -4.085
*
```

Values from the calculation:
**Energy relative to the best compared isomer or geometry (same formula, charge and spin)**: 0.9 kcal per mole
**SMILES**: N#CC/C=C/[Si](O)(O)/C=C/CC#N
**Lowest unoccupied orbital energy**: 0.23 eV

Results of the Löwdin charge analysis, in e, for atoms 1 through 4: N 0.16; N 0.16; C -0.26; C -0.26

The following is a DFT calculation (ωB97M-V with the def2-TZVPD basis set) of 6 unconnected molecules or ions with the total composition C3H16O4S in a non-equilibrium geometry.

Structure (ORCA input):
```
! wB97M-V def2-TZVPD RIJCOSX def2/J DEFGRID3
* xyz 0 1
C 0.319 0.011 -2.547
C 0.706 -1.422 -2.707
S -2.534 -0.130 0.908
C -1.688 -0.881 -0.511
H -0.464 0.297 -3.246
H 1.146 0.714 -2.712
H -0.256 -1.632 -2.173
H 1.482 -1.898 -2.117
H 0.636 -1.929 -3.671
H -1.831 -1.963 -0.395
H -2.097 -0.538 -1.458
H -0.621 -0.722 -0.321
H -1.440 -1.348 3.663
H -1.369 -0.276 2.581
O -0.981 -0.520 3.460
H 1.177 -0.189 3.239
H 1.934 0.714 2.278
O 1.931 -0.187 2.644
H -0.102 1.149 -0.949
H -0.596 1.122 0.523
O -0.245 1.707 -0.166
H 2.107 3.210 1.580
H 1.206 2.300 0.601
O 1.580 2.409 1.497
*
```

Values from the calculation:
**Energy relative to the best compared isomer or geometry (same formula, charge and spin)**: 164.5 kcal per mole
**Lowest unoccupied orbital energy**: -4.30 eV

Results of the Löwdin charge analysis, in e, for atoms 1 through 4: C 0.02; C -0.12; S 0.66; C -0.59